Version A
Formula: CH3Cl2OP
Source: the Open Molecules 2025 dataset
Level of theory: ωB97M-V/def2-TZVPD

```
8
Properties=species:S:1:pos:R:3:nbo_charge:R:1
O 1.6300 0.0775 0.5494 -0.4735
C 2.7769 0.1320 0.8805 0.3775
Cl 4.2007 -0.7509 0.3079 -0.0502
H 3.0567 0.9145 1.6570 0.1455
P -2.5918 -0.6569 -0.7674 0.3252
Cl -1.8396 1.0829 -1.4186 -0.2862
H -3.7980 -0.7355 -1.6457 -0.0232
H -3.4349 -0.0635 0.4370 -0.0151
```


Version B
Formula: CH3Cl2OP
Source: the Open Molecules 2025 dataset
Level of theory: ωB97M-V/def2-TZVPD

```
8
Properties=species:S:1:pos:R:3:nbo_charge:R:1
P 1.2207 -0.3241 1.0518 0.6730
O 0.5495 -0.2226 -0.4801 -0.7769
C -0.8139 -0.0945 -0.6936 0.0244
Cl -1.5498 -1.5230 -0.0035 -0.0397
Cl -1.4701 1.2709 0.1560 0.0050
H 0.7695 0.9422 1.3315 -0.0615
H 2.2723 0.1877 0.5040 -0.0682
H -0.9783 -0.2366 -1.8659 0.2439
```


Tell me which of them is the most stable. Sure, it is version A.


Version A
Formula: C6H14O
Source: the Open Molecules 2025 dataset
Level of theory: ωB97M-V/def2-TZVPD

```
21
Properties=species:S:1:pos:R:3:nbo_charge:R:1
C 2.5011 1.3855 0.2916 -0.6141
C 1.0135 1.0287 0.3941 -0.3956
C 0.6629 -0.2886 -0.3207 -0.2130
C 1.5744 -1.4039 0.2442 -0.6124
C -0.7838 -0.6665 -0.0531 -0.4189
C -1.9069 0.3326 -0.3222 -0.0698
O -3.1881 -0.3000 -0.2841 -0.7005
H 2.6869 1.7575 -0.7190 0.2019
H 3.1897 0.5544 0.4061 0.2079
H 2.8597 2.1581 0.9832 0.2137
H 0.7249 0.9184 1.4428 0.1912
H 0.3765 1.8469 0.0419 0.2024
H 0.8936 -0.1579 -1.3916 0.1958
H 1.7247 -1.3172 1.3198 0.2064
H 2.5233 -1.5125 -0.2687 0.2146
H 1.0383 -2.3530 0.0892 0.2061
H -0.7071 -0.9284 1.0175 0.2042
H -1.0668 -1.6093 -0.5470 0.1898
H -1.9463 1.0934 0.4708 0.1769
H -1.7435 0.9275 -1.2267 0.1585
H -3.0015 -1.1331 -0.7296 0.4549
```


Version B
Formula: C6H14O
Source: the Open Molecules 2025 dataset
Level of theory: ωB97M-V/def2-TZVPD

```
21
Properties=species:S:1:pos:R:3:nbo_charge:R:1
C -2.2871 1.2936 -0.5669 -0.6176
C -1.4778 0.4095 0.3603 -0.3849
C -0.0015 0.2161 -0.1394 -0.2122
C 0.7931 1.5149 -0.0068 -0.6182
C 0.6671 -0.9486 0.6253 -0.4202
C 1.3640 -1.9747 -0.2710 -0.0556
O 2.2764 -2.7740 0.4146 -0.7059
H -2.1439 1.0471 -1.6249 0.2017
H -2.0047 2.3413 -0.4783 0.2056
H -3.3535 1.1554 -0.3998 0.2148
H -1.3784 0.8387 1.3633 0.1973
H -1.8333 -0.6173 0.3957 0.2000
H -0.1520 -0.0784 -1.1816 0.1903
H 0.0931 2.3578 -0.0531 0.2036
H 1.5339 1.7686 -0.7647 0.2153
H 1.2413 1.6049 0.9812 0.2037
H -0.1004 -1.4128 1.2479 0.2009
H 1.3745 -0.5584 1.3579 0.1921
H 0.5797 -2.5378 -0.7920 0.1745
H 1.7846 -1.4248 -1.1297 0.1486
H 3.0249 -2.2215 0.6620 0.4663
```


Tell me which of them is the most stable. Sure, it is version A.


Version A
Formula: C6H14O
Source: the Open Molecules 2025 dataset
Level of theory: ωB97M-V/def2-TZVPD

```
21
Properties=species:S:1:pos:R:3:nbo_charge:R:1
C -1.9371 -0.4015 -1.2648 -0.6006
C -1.1050 -0.3644 0.0185 -0.2300
C -1.9524 0.0891 1.2078 -0.5976
C 0.1466 0.5303 -0.1164 -0.4083
C 1.4652 -0.2350 -0.1698 0.1021
C 2.6577 0.7079 -0.0541 -0.6309
O 1.4604 -1.1537 0.9165 -0.7285
H -2.8322 -1.0213 -1.1327 0.2069
H -1.3669 -0.8162 -2.1048 0.2043
H -2.2690 0.6057 -1.5489 0.1972
H -0.7610 -1.3829 0.2337 0.2150
H -2.8143 -0.5699 1.3625 0.2047
H -2.3292 1.1091 1.0540 0.1961
H -1.3522 0.0857 2.1246 0.2120
H 0.2024 1.2171 0.7389 0.2030
H 0.0809 1.1586 -1.0156 0.2057
H 1.5201 -0.7890 -1.1236 0.1515
H 2.6470 1.1742 0.9375 0.2134
H 2.6228 1.4985 -0.8115 0.2139
H 3.6077 0.1715 -0.1694 0.2027
H 2.3087 -1.6138 0.9177 0.4675
```


Version B
Formula: C6H14O
Source: the Open Molecules 2025 dataset
Level of theory: ωB97M-V/def2-TZVPD

```
21
Properties=species:S:1:pos:R:3:nbo_charge:R:1
C 0.2890 2.4592 -0.1392 -0.6219
C 0.5226 0.9166 0.0596 -0.2079
C 1.7157 0.2802 0.8910 -0.6357
C 0.1101 -0.1838 -1.1330 -0.3927
C -0.3009 -1.6796 -0.6225 -0.4322
C -1.4195 -1.7847 0.4183 -0.0839
O -2.6578 -1.1274 0.0985 -0.7102
H 1.0013 2.5934 -0.9753 0.2004
H -0.6890 2.6589 -0.4682 0.2115
H 0.5325 3.2796 0.6581 0.2217
H -0.2182 0.7031 0.8547 0.1578
H 2.7169 0.5440 0.4371 0.1988
H 1.9603 1.0635 1.8628 0.2193
H 1.5160 -0.8156 0.8668 0.2276
H -0.7357 0.1850 -1.6804 0.2079
H 0.9560 -0.1200 -1.7531 0.2017
H 0.5765 -2.2874 -0.3377 0.2095
H -0.7053 -2.0821 -1.5766 0.2137
H -0.8948 -1.4566 1.3780 0.1613
H -1.7526 -2.8409 0.5277 0.1847
H -2.5230 -0.3054 0.6332 0.4687
```


Tell me which of them is the most stable. Sure, it is version A.


Version A
Formula: C6H14O
Source: the Open Molecules 2025 dataset
Level of theory: ωB97M-V/def2-TZVPD

```
21
Properties=species:S:1:pos:R:3:nbo_charge:R:1
C -3.4291 -0.1166 -0.5043 -0.6010
C -2.2604 -0.3475 0.4410 -0.3901
C -0.9383 -0.1212 -0.2688 -0.3891
C 0.2689 -0.3011 0.6376 -0.4137
C 1.5320 0.0165 -0.1399 -0.0502
O 2.5686 0.3107 0.7608 -0.5378
C 3.7937 0.5684 0.1299 -0.2458
H -4.3905 -0.2680 -0.0059 0.2092
H -3.3641 -0.8006 -1.3590 0.2004
H -3.4011 0.9071 -0.8980 0.2005
H -2.3241 0.3362 1.2988 0.1951
H -2.2856 -1.3667 0.8488 0.1946
H -0.8656 -0.7846 -1.1453 0.1928
H -0.9247 0.9032 -0.6693 0.1920
H 0.2874 -1.3096 1.0797 0.2025
H 0.2146 0.4126 1.4693 0.2089
H 1.8117 -0.8288 -0.7961 0.1595
H 1.3228 0.8948 -0.7942 0.1540
H 4.0987 -0.2660 -0.5241 0.1617
H 4.5340 0.6730 0.9290 0.1938
H 3.7513 1.4881 -0.4901 0.1628
```


Version B
Formula: C6H14O
Source: the Open Molecules 2025 dataset
Level of theory: ωB97M-V/def2-TZVPD

```
21
Properties=species:S:1:pos:R:3:nbo_charge:R:1
C -2.8297 1.3584 -0.4947 -0.6478
C -1.7443 0.5922 -1.1386 -0.2022
C -0.4539 0.6105 -0.6196 0.0235
C -0.0071 1.3710 0.6234 -0.6557
C 0.6409 -0.1707 -1.2885 -0.4392
C 0.8367 -1.5738 -0.6645 -0.5924
H -2.4157 2.2192 0.0569 0.2082
H -3.4545 0.7662 0.1949 0.2140
H -3.4682 1.7374 -1.3104 0.2139
H -2.0886 -0.0873 -1.9294 0.2009
H 0.5867 2.2447 0.3061 0.2199
H 0.6365 0.7083 1.2261 0.2144
H -0.8400 1.7225 1.2554 0.2172
H 1.6087 0.3510 -1.4175 0.2076
H 0.3139 -0.5246 -2.2851 0.2083
H 1.5370 -2.1692 -1.2742 0.2091
H -0.1387 -2.0885 -0.6458 0.2054
H 1.2258 -1.5199 0.3662 0.1945
O 3.3999 -2.2358 2.9179 -0.9391
H 4.0827 -1.5272 2.9229 0.4701
H 2.5718 -1.7843 3.1983 0.4696
```


Version C
Formula: C6H14O
Source: the Open Molecules 2025 dataset
Level of theory: ωB97M-V/def2-TZVPD

```
21
Properties=species:S:1:pos:R:3:nbo_charge:R:1
C 1.0880 1.4612 -0.7027 -0.6174
C 0.4866 1.0394 0.6402 -0.2145
C 1.5762 0.8861 1.7045 -0.5984
C -0.3650 -0.2575 0.5923 -0.4105
C -0.7950 -0.7737 -0.7745 0.0968
C -1.5186 -2.1114 -0.6495 -0.6268
O -1.6505 0.2019 -1.3599 -0.7282
H 1.6496 2.3958 -0.5873 0.2079
H 0.2970 1.6231 -1.4402 0.2287
H 1.7804 0.7065 -1.0972 0.1934
H -0.1727 1.8581 0.9555 0.1971
H 2.1477 1.8111 1.8398 0.2066
H 2.2790 0.0936 1.4153 0.1967
H 1.1461 0.6080 2.6743 0.2058
H -1.2767 -0.1066 1.1859 0.2119
H 0.1818 -1.0770 1.0809 0.2019
H 0.1027 -0.9068 -1.4009 0.1561
H -2.4272 -1.9854 -0.0506 0.2123
H -0.8861 -2.8670 -0.1696 0.2119
H -1.8095 -2.4940 -1.6353 0.2027
H -1.8807 -0.1029 -2.2471 0.4661
```


Tell me which of them is the most stable. Sure, it is version C.